This record from OMol25 describes 12 unconnected molecules or ions with the total composition C60H64F8O4 at a distorted geometry. The level of theory is ωB97M-V/def2-TZVPD.

Each line ends with the Löwdin charge.
Element x y z (Å)
C 24.327 -2.456 16.378  -0.1140
F 22.668 -2.629 9.334  0.0492
H 18.912 -6.001 19.960  0.0805
H 17.959 -3.041 21.880  0.0901
H 19.887 -6.945 21.120  0.0960
H 21.266 3.683 13.133  0.1131
F 22.139 -4.736 14.557  0.0553
F 22.390 5.541 14.216  0.0430
C 18.619 1.087 22.534  -0.2440
H 14.986 -3.023 25.030  0.1067
H 13.482 0.868 18.120  0.1048
H 17.223 4.268 12.120  0.0770
C 22.949 -3.692 14.807  -0.2982
C 15.001 -4.974 19.745  -0.0808
H 19.952 1.977 19.152  0.0837
C 20.932 -2.950 10.845  -0.0330
H 24.600 -2.183 17.406  0.1092
C 24.747 -1.680 15.363  -0.1098
C 18.891 -1.820 18.267  -0.2559
C 15.358 1.857 18.008  -0.4984
H 22.890 0.356 21.202  0.0782
C 18.354 -0.542 18.263  -0.0149
H 16.028 3.222 12.982  0.1019
H 18.313 2.822 23.724  0.1237
H 21.468 0.180 24.827  0.1145
H 20.150 -2.030 15.164  0.1024
H 21.495 0.357 18.195  0.0809
C 23.127 1.021 20.391  -0.0105
C 21.927 1.990 14.333  -0.0541
H 17.805 -0.164 19.145  0.1099
O 20.863 -4.202 21.680  0.0610
C 19.618 -1.644 16.030  -0.0661
C 22.107 -0.445 18.625  -0.0083
H 14.445 -4.218 20.306  0.1074
C 19.025 -0.385 15.971  -0.0738
C 16.595 -3.092 23.577  -0.0726
H 24.232 2.288 16.784  0.1096
H 21.377 1.204 13.754  0.0978
C 21.805 -2.086 10.207  -0.2941
C 16.974 -2.796 22.257  -0.0761
C 23.535 2.597 16.008  -0.0966
C 16.104 -2.140 21.403  -0.0470
C 17.047 3.296 12.551  -0.0112
C 16.257 -6.776 18.050  -0.0171
C 21.648 -5.143 19.730  -0.0205
H 15.919 3.526 19.277  0.0827
H 20.224 2.163 25.246  0.1060
H 19.329 4.061 15.061  0.0509
H 21.096 3.061 17.408  0.0924
H 16.700 -7.547 17.417  0.1218
C 19.771 5.790 19.009  -0.2759
C 20.476 5.055 18.015  -0.0016
H 18.642 5.759 20.786  0.1194
F 18.835 -2.656 19.382  0.0049
H 18.846 3.225 21.021  0.0638
C 15.948 -4.505 18.840  -0.0100
C 15.399 2.571 19.406  0.0046
C 19.952 1.589 24.386  -0.0750
H 19.472 -3.039 12.497  0.1124
H 18.738 -5.619 21.638  0.0894
H 21.053 -4.042 10.632  0.1356
C 20.487 3.663 18.083  -0.0601
H 24.822 -1.341 13.179  0.1226
C 21.879 3.317 13.928  -0.0299
C 20.697 0.460 24.114  -0.1113
C 20.199 -1.094 12.096  -0.1079
H 22.422 -1.139 17.811  0.0812
C 22.587 4.257 14.627  -0.2849
H 17.265 -3.569 24.256  0.0929
H 20.945 5.607 17.177  0.1186
C 23.394 3.910 15.684  -0.0388
C 15.333 -7.223 18.997  -0.0820
C 19.255 5.145 20.117  -0.0010
H 22.203 -4.187 19.766  0.0936
C 18.353 4.104 14.648  -0.0006
C 14.730 -6.312 19.836  -0.1062
C 23.445 -2.948 13.767  -0.0228
C 19.227 3.724 20.176  -0.0665
H 20.021 -3.329 17.252  0.1143
O 18.768 2.004 13.647  0.0201
H 14.017 -6.679 20.584  0.1105
H 16.385 -1.939 20.354  0.1000
H 23.074 -3.216 12.777  0.1088
F 17.439 -4.987 17.125  0.0631
H 20.905 0.792 11.511  0.0757
C 19.495 -5.945 20.895  -0.0151
C 20.657 -5.032 20.842  -0.5544
C 23.316 0.221 19.171  -0.5168
H 22.252 1.668 20.361  0.0770
C 18.355 0.145 17.037  -0.0643
H 21.492 -0.932 19.383  0.0864
C 16.535 -5.433 18.002  -0.3054
H 19.070 0.216 15.065  0.0748
C 19.861 3.058 19.186  -0.1136
C 14.909 -1.649 21.909  -0.2794
C 20.413 -0.342 23.093  -0.1015
C 20.122 -2.448 11.857  -0.0780
H 24.002 1.606 20.631  0.0890
F 19.727 7.135 18.949  0.0542
H 22.216 -6.042 19.901  0.0834
C 14.555 0.615 17.943  -0.0175
C 19.376 -0.048 22.241  0.0009
C 18.937 1.957 23.554  -0.0250
C 18.090 3.034 13.614  -0.4414
H 14.577 0.253 16.878  0.1091
H 14.424 2.701 19.848  0.0742
H 19.682 -0.759 12.970  0.0781
H 21.090 -5.297 18.792  0.0816
H 23.949 4.650 16.274  0.1303
H 16.068 -3.444 18.698  0.1027
H 25.383 -0.876 15.573  0.0899
F 17.595 1.412 21.657  0.0038
H 13.460 -1.831 23.578  0.1097
C 23.448 -3.489 16.097  -0.0187
H 17.866 1.110 16.969  0.0879
H 21.024 -1.230 22.951  0.1181
F 14.158 -0.815 21.176  0.0564
O 15.993 2.350 17.121  0.0479
H 17.088 2.533 11.800  0.0715
H 23.086 -4.135 16.921  0.1141
C 19.569 -2.350 17.184  -0.0426
C 20.995 -0.230 11.391  -0.0845
H 19.093 -0.618 21.372  0.0977
C 14.451 -2.025 23.193  -0.0092
H 15.065 -8.266 19.011  0.1031
H 15.956 1.932 20.034  0.0338
H 17.658 3.985 15.472  0.0815
C 24.380 -1.938 14.021  -0.0439
C 15.315 -2.740 24.027  -0.0816
H 22.556 -0.062 9.859  0.1120
C 21.882 -0.687 10.414  0.0240
H 14.831 -0.036 18.740  0.0526
H 22.728 0.626 15.740  0.0809
O 24.405 0.149 18.645  0.0587
C 22.733 1.637 15.421  -0.0824
H 18.139 5.082 14.243  0.0803

The calculation puts the HOMO-LUMO gap at 9.67 eV. The value obtained for the relative energy (zero: lowest compared OMol25 entry of this formula, charge and spin) is 0.0 kJ/mol. The charge is 0. Its structure (SMILES) is Fc1ccccc1.Fc1ccccc1.Fc1ccccc1.Fc1ccccc1.Fc1ccccc1.Fc1ccccc1.Fc1ccccc1.Fc1ccccc1.CC(C)=O.CC(C)=O.CC(C)=O.CC(C)=O.

=====

This record from OMol25 describes a molecular structure, C60H65FeN5O3P2Si at a distorted geometry. The level of theory is ωB97M-V/def2-TZVPD.

Each line ends with the Löwdin spin population.
Element x y z (Å)
C 2.816 -2.920 3.247  0.0004
C 2.808 -1.773 -0.348  -0.0008
H -2.603 0.712 -1.422  0.0007
H 1.452 2.425 3.133  -0.0002
H -1.819 -6.016 -0.001  0.0000
H -2.541 -4.028 1.223  0.0039
C -3.071 -1.674 -6.581  0.0001
H 3.685 -2.448 2.802  0.0000
H -3.001 -3.684 -5.828  0.0000
H 0.594 4.592 -9.260  0.0000
H -2.948 0.403 -7.099  0.0000
H 0.217 -5.734 1.217  0.0004
C -2.707 2.670 -4.713  0.0003
C 1.619 -3.062 -3.360  0.0005
C 2.211 2.704 -8.213  0.0000
C 0.381 4.418 -8.212  0.0000
C -5.039 -1.943 -0.343  0.0285
N -0.673 -1.334 -1.913  0.0422
H -1.324 -3.157 -4.084  0.0003
C 2.634 -3.866 -3.867  0.0001
C -4.256 -0.862 0.065  0.0721
H -1.317 0.936 -5.321  0.0001
C -1.199 -1.079 -4.599  0.0000
H -2.892 -5.317 3.295  0.0001
H 2.811 -4.846 -3.439  0.0000
C -1.242 -5.526 -0.792  0.0003
H 3.809 -1.787 -6.259  0.0000
N -0.893 -4.168 -0.443  0.0068
C -4.795 0.423 0.041  0.0280
H 5.630 -0.394 -1.833  0.0000
C -0.405 2.110 -1.700  0.0096
H 2.100 0.131 -2.024  0.0001
C 3.964 0.843 -1.168  -0.0007
H -1.033 -0.202 2.562  -0.0018
H 4.203 -4.045 -5.323  0.0000
H 3.573 -1.633 -2.360  0.0000
C 1.754 1.970 4.071  -0.0032
H -3.379 -4.147 5.418  0.0001
C 2.606 0.037 1.297  0.0030
C -3.152 -1.470 3.358  0.0203
H 2.062 -2.445 -0.760  -0.0003
H 2.008 3.865 5.041  0.0000
H 2.270 -1.044 5.517  -0.0002
H 3.911 -4.689 3.777  0.0000
H -3.244 -0.390 3.377  0.0043
H 2.037 1.628 -8.136  0.0000
C 1.128 3.479 -7.512  0.0000
O 0.249 -2.622 0.757  0.0352
C 3.420 -3.416 -4.917  -0.0001
C -2.767 -3.511 2.149  0.0182
H 2.824 0.403 7.420  0.0000
C 1.865 -4.797 4.417  0.0002
H -0.209 -4.602 4.944  0.0000
C -2.652 1.258 -2.353  0.0000
C 1.593 -2.249 3.266  0.0009
H -1.186 -3.381 -1.036  0.0059
C 2.469 0.525 -1.076  -0.0003
H 1.973 -5.776 4.866  0.0000
N 2.166 -0.468 -0.021  -0.0018
H -0.195 1.094 1.709  -0.0053
C 0.510 -2.882 3.884  0.0002
H -4.560 0.456 -2.932  0.0000
C -2.624 -2.674 -5.722  0.0001
H -4.190 1.269 0.345  0.0046
C 1.380 -1.797 -3.882  0.0016
C -1.597 2.821 -3.865  0.0005
H 4.568 -2.577 -1.270  0.0000
H 4.238 1.520 -0.356  0.0000
H 1.622 1.248 -5.859  0.0000
C 3.968 -1.666 -1.341  -0.0003
H 3.157 -2.219 0.585  0.0000
C -3.741 1.116 -3.192  0.0001
C -0.627 5.134 -7.583  0.0000
C 2.523 0.847 6.479  -0.0005
H -6.516 1.623 -0.384  -0.0003
C -6.876 -0.455 -0.778  0.0126
Si 1.422 -0.479 2.656  -0.0265
H -2.738 3.215 -5.646  0.0000
H -1.678 -1.295 -2.074  0.0051
C -0.026 -3.811 0.519  0.0070
P 0.044 -0.645 -3.305  0.0095
C 2.452 2.226 6.354  -0.0020
H -4.629 -2.947 -0.329  0.0039
H 3.656 -0.209 1.499  0.0001
C -2.961 -4.237 3.316  0.0010
C -1.669 -0.083 -5.446  0.0005
C 1.821 0.575 4.173  -0.0112
H -6.941 -2.580 -1.085  -0.0002
Fe -0.324 -0.652 -0.056  3.2153
C -6.104 0.622 -0.372  -0.0007
P -2.561 -1.140 0.651  0.5815
H 0.190 3.603 -3.498  0.0001
H -1.855 -5.504 -1.689  0.0001
H 2.545 1.130 1.286  0.0001
C 2.953 -4.185 3.807  0.0000
C -3.755 1.835 -4.381  0.0001
H -3.551 -1.680 5.452  0.0002
H 2.253 2.966 -9.270  0.0000
H -4.598 1.749 -5.057  0.0000
C 3.197 -2.150 -5.443  0.0000
H 1.096 -4.508 2.043  0.0001
H 1.902 1.429 -0.885  -0.0002
C -2.858 -2.121 2.159  0.0740
H 2.045 -0.348 -5.320  0.0001
C -1.691 -2.376 -4.742  0.0004
C -0.192 0.018 1.908  -0.2233
H -0.456 -2.388 3.915  0.0000
H -1.184 5.885 -8.128  0.0000
H 1.391 2.142 -4.361  0.0002
C -0.196 3.925 -5.543  0.0000
C -2.596 -0.380 -6.439  0.0000
C 4.826 -0.431 -1.096  0.0000
H -7.893 -0.298 -1.112  0.0008
N 0.583 -4.799 1.223  0.0029
C -3.335 -2.196 4.526  0.0020
H -0.355 -6.129 -1.007  0.0001
C -0.912 4.885 -6.253  0.0000
H -1.687 5.440 -5.738  0.0000
H 2.698 2.862 7.195  -0.0001
H 3.192 2.903 -7.775  0.0000
O 0.530 2.902 -1.874  0.0090
C 0.641 -4.138 4.458  0.0000
N -0.548 3.651 -4.199  0.0005
C 2.065 2.789 5.145  0.0001
C -6.341 -1.738 -0.764  0.0004
O -0.432 1.265 -0.740  0.0622
C -1.575 2.087 -2.654  0.0011
H 1.015 -3.405 -2.540  0.0002
C -3.236 -3.581 4.507  0.0013
H 4.136 1.386 -2.099  0.0000
H 5.307 -0.508 -0.116  0.0000
C 2.194 -1.347 -4.921  0.0002
H 2.747 2.528 -5.425  0.0000
C 1.693 2.239 -5.401  0.0003
C 0.856 3.237 -6.158  0.0000
H -3.781 -1.910 -7.363  0.0000
C 2.208 0.032 5.399  -0.0028

As for the expectation value of S²: 6.26. As for the spin multiplicity: 5. The calculation puts the HOMO-LUMO gap (spin up / spin down) at 5.73 / 5.30 eV. The value obtained for the relative energy (zero: lowest compared OMol25 entry of this formula, charge and spin) is 225.3 kJ/mol. The charge is 0.

=====

This record from OMol25 describes 12 unconnected molecules or ions with the total composition C60H66F15NO10 at a distorted geometry. The level of theory is ωB97M-V/def2-TZVPD.

Each line ends with the Löwdin charge.
Element x y z (Å)
H 13.079 9.515 -7.911  0.1067
C 11.696 10.016 -12.097  -0.1161
C 19.591 8.238 -7.712  -0.2185
H 16.849 2.535 -8.978  0.0762
H 12.651 5.751 -7.497  0.0818
H 16.499 5.403 -7.913  0.1046
F 19.594 6.478 -12.056  0.1859
O 19.829 7.326 -8.776  0.0558
H 16.773 9.730 -2.734  0.1232
H 9.674 15.462 -7.662  0.0965
C 15.997 10.487 -2.778  -0.1474
H 9.093 4.536 -9.429  0.0992
H 11.309 14.602 -9.360  0.0983
C 20.589 12.647 -8.616  -0.0741
H 13.967 9.833 -13.668  0.0801
C 11.378 8.754 -11.603  -0.0780
C 15.151 10.575 -1.544  -0.0512
H 16.305 2.834 -7.374  0.0876
H 15.150 5.284 1.270  0.0778
C 11.422 7.993 -3.727  -0.0907
O 15.518 6.705 -1.033  0.0162
H 10.232 15.495 -5.332  0.0976
H 13.588 13.807 -8.555  0.0595
H 11.788 11.337 -6.943  0.0808
H 22.194 12.590 -5.694  0.1054
H 15.233 8.289 -15.161  0.0958
O 14.501 7.348 -7.364  0.1748
H 18.368 10.935 -6.686  0.0769
C 13.131 9.597 -6.823  -0.2200
H 14.350 12.164 -10.837  0.0826
C 12.293 14.855 -5.633  -0.1092
O 18.242 4.455 -7.777  0.0239
C 15.054 8.234 -6.794  -0.3793
C 12.154 5.389 -8.386  -0.1005
H 10.967 6.078 -4.561  0.0997
F 21.181 6.111 -10.643  0.1873
H 14.488 9.923 -11.261  0.0670
C 11.571 14.642 -8.310  -0.0908
H 18.695 11.738 -9.066  0.1063
H 10.598 9.633 -8.490  0.0978
H 14.856 7.720 0.585  0.1203
H 10.286 5.015 -7.407  0.0936
F 17.045 7.180 -6.124  0.1669
C 16.582 8.333 -6.619  -0.5216
H 21.140 7.873 -6.381  0.0886
F 19.123 13.165 -3.581  0.1752
H 12.663 5.088 -11.759  0.1043
C 21.382 12.353 -6.372  -0.0923
O 19.158 3.340 -9.481  0.1691
C 10.836 5.013 -8.340  -0.1008
C 15.982 6.614 -3.360  -0.5547
C 11.955 8.667 -2.623  -0.0917
H 16.475 13.821 -7.427  0.1129
H 13.838 5.776 -9.620  0.0928
F 17.509 14.393 -2.752  0.1579
C 14.929 12.311 -9.941  -0.0952
O 14.469 9.372 -6.413  0.0157
C 10.891 8.615 -10.320  -0.0715
H 12.597 8.530 -0.643  0.0958
C 10.631 15.057 -7.360  -0.0870
C 12.850 14.271 -7.912  -0.0779
C 16.234 3.219 -8.394  -0.0387
C 19.472 7.666 -10.005  -0.3689
F 21.051 8.016 -11.610  0.1559
H 19.490 8.067 -5.557  0.0750
H 11.500 7.918 -12.280  0.1033
C 20.318 7.002 -11.093  -0.5567
C 11.642 5.917 -2.539  -0.0931
C 12.218 6.540 -1.456  -0.0899
C 12.173 5.092 -10.795  -0.0931
F 14.783 6.049 -3.354  0.1866
F 20.354 4.150 -6.327  0.1666
C 15.055 9.257 -11.893  -0.0749
C 15.734 7.141 0.317  -0.1953
H 13.349 11.722 -6.408  0.0566
C 11.360 6.622 -3.712  -0.0878
C 19.293 11.401 -7.009  -0.1208
C 12.349 7.932 -1.516  -0.1131
C 21.465 12.980 -7.610  -0.0987
F 17.115 8.554 -7.825  0.1359
H 15.845 11.462 -6.984  0.0973
H 20.191 9.135 -7.900  0.1179
H 15.231 3.290 -8.803  0.0752
O 16.795 11.716 -2.775  0.0541
O 17.588 7.216 -1.695  0.1729
C 16.025 5.937 1.188  -0.0577
H 14.455 9.736 -1.450  0.0502
C 15.946 13.197 -8.128  -0.1477
H 11.269 8.533 -4.655  0.0864
C 16.468 6.892 -1.937  -0.3980
C 20.068 7.681 -6.391  -0.0259
H 19.952 6.595 -6.399  0.0637
C 10.824 4.721 -10.741  -0.1011
H 14.528 11.458 -1.386  0.0911
F 15.866 7.793 -3.980  0.1586
C 16.980 12.353 -3.892  -0.3968
F 16.815 5.834 -4.015  0.2016
H 10.305 4.427 -11.645  0.1012
H 17.545 6.907 -11.792  0.0728
H 20.106 11.331 -5.030  0.1010
H 11.078 11.933 -9.425  0.0858
C 17.878 13.598 -3.778  -0.5319
C 11.590 11.166 -11.322  -0.0894
C 12.599 10.923 -6.350  -0.0379
C 12.831 5.375 -9.614  -0.0937
H 14.783 10.300 -8.858  0.0982
H 16.657 7.721 0.393  0.1207
H 20.666 13.043 -9.620  0.1020
C 19.223 3.828 -8.393  -0.4099
H 12.505 8.819 -6.373  0.1100
F 16.926 9.352 -5.827  0.1576
H 11.521 4.840 -2.572  0.1068
C 13.206 14.482 -6.586  -0.1077
O 16.589 11.999 -4.970  0.1297
H 14.214 14.323 -6.215  0.0949
H 17.099 4.790 -9.479  0.1247
H 16.352 8.606 -10.388  0.0759
H 11.850 12.115 -11.770  0.1018
C 11.006 15.165 -6.013  -0.0993
N 15.572 11.921 -7.838  0.0449
H 16.234 6.267 2.208  0.0842
C 10.826 9.758 -9.545  -0.1125
C 16.435 7.534 -13.578  -0.0910
C 14.730 9.195 -13.240  -0.0935
F 21.489 4.501 -8.172  0.1798
C 19.439 11.888 -8.295  -0.0697
F 17.783 14.337 -4.883  0.1717
H 18.592 8.685 -7.723  0.0603
H 11.907 10.143 -13.153  0.0936
C 15.003 11.355 -8.935  -0.1264
H 12.456 5.964 -0.573  0.1048
C 16.953 4.557 -8.420  -0.1803
H 16.853 6.767 -14.222  0.0993
C 11.133 11.021 -10.008  -0.0852
O 18.537 8.347 -10.285  0.1520
F 20.983 2.524 -7.578  0.1640
C 15.424 8.322 -14.098  -0.0912
H 15.363 10.487 -3.663  0.1177
C 16.061 8.410 -11.416  -0.0869
H 12.552 14.820 -4.581  0.1022
C 15.512 13.480 -9.412  -0.1277
C 20.533 3.783 -7.593  -0.5582
H 11.872 9.746 -2.579  0.1022
H 16.824 5.285 0.842  0.0873
H 12.451 10.922 -5.267  0.0765
H 22.163 13.795 -7.764  0.1034
C 16.746 7.500 -12.209  -0.0740
H 10.660 7.661 -9.868  0.0912
H 15.632 14.426 -9.915  0.1041
C 10.157 4.707 -9.536  -0.0992
C 20.287 11.592 -6.067  -0.1033
H 15.704 10.540 -0.599  0.0854

The calculation puts the HOMO-LUMO gap at 8.45 eV. The charge is 0. Its structure (SMILES) is CCOC(=O)C(F)(F)F.CCOC(=O)C(F)(F)F.CCOC(=O)C(F)(F)F.CCOC(=O)C(F)(F)F.CCOC(=O)C(F)(F)F.c1cc[nH]c1.c1ccccc1.c1ccccc1.c1ccccc1.c1ccccc1.c1ccccc1.c1ccccc1.

=====

Which value of charge does entry 3 give? 0